# C5H13N4

A 2-piece molecular cluster, C5H13N4 overall in a non-equilibrium geometry (ωB97M-V/def2-TZVPD, OMol25).

## Properties
Frontier orbital gap = 8.400 eV
E = -416.92196 Eh
HOMO level = -13.259 eV
LUMO energy = -4.9 eV
Charge = +1
Energy relative to the best compared isomer or geometry (same formula, charge and spin) = 117.3 kcal per mole

Cartesian coordinates (Å):
H -0.628 2.114 1.654
C 0.087 -1.577 0.392
C 1.383 -1.094 0.948
C -0.186 2.150 0.682
H 0.279 -0.719 -1.458
N 0.087 3.218 0.149
H 0.971 -2.291 -1.394
N -0.156 0.929 -1.184
H -0.194 4.032 0.673
H -0.808 -2.235 -1.446
H -1.008 -1.845 2.214
H 0.073 2.925 -1.539
H -1.825 -0.971 1.042
N -0.074 1.933 -1.954
H -1.770 -2.649 0.764
C 0.134 -1.783 -1.047
H -0.295 1.782 -2.942
N -0.283 0.929 0.050
H 1.769 -1.822 1.600
H 2.116 -1.213 0.068
H 1.438 -0.029 1.525
C -1.110 -1.783 1.203

# C5H13N4O

An isolated ion of composition C5H13N4O and charge +1 in a non-equilibrium geometry (ωB97M-V/def2-TZVPD, OMol25).

## Properties
Frontier orbital gap = 10.238 eV
E = -492.24866 Eh
HOMO level = -12.916 eV
LUMO energy = -2.7 eV
Charge = +1
Structure (SMILES) = CNN(C)C(=O)[C@H]1[NH2+][C@@H]1N
Energy relative to the best compared isomer or geometry (same formula, charge and spin) = 63.5 kcal per mole

Cartesian coordinates (Å):
H 0.338 -2.323 0.053
N -0.698 -2.505 -1.657
H 0.294 -0.065 -1.859
C -1.750 0.736 0.562
H 1.479 2.768 1.945
H 2.499 -1.597 -0.661
H -0.756 2.546 0.205
H -2.573 0.779 -0.279
C 0.172 -1.889 -0.871
H 2.154 -1.482 -2.375
C 0.770 -0.547 -1.045
H -0.854 -3.434 -1.378
N 0.598 1.185 0.714
H -2.279 1.208 1.401
H 1.832 1.200 2.414
C 0.927 1.768 2.026
H 0.024 1.611 2.558
O 2.312 -0.300 0.577
N -0.594 1.566 0.090
N 1.731 -1.494 -1.445
C 1.320 0.249 0.120
H -1.419 -0.360 0.717
H -0.742 -2.307 -2.615